[1]
18
Properties=species:S:1:pos:R:3:forces:R:3:mulliken_charge:R:1 method="wB97M-V/def2-TZVPD" homo_energy_ha=-0.5392 total_charge=+1 e_tot_ha=-252.122874 smiles="C=C([NH3+])CCC" max_force_ha_per_bohr=0.0831 spin_multiplicity=1
C -0.749 -2.109 0.063 -0.86 2.23 -0.09 -0.827
C -0.603 -0.931 1.139 -2.89 2.31 -0.50 -0.543
C -0.610 0.652 0.673 -3.44 1.05 0.02 -0.932
H -0.350 1.467 1.464 0.28 -1.96 -0.75 0.357
H 1.715 0.155 0.700 -0.18 -0.41 0.85 0.292
C -0.048 1.814 -1.596 -0.15 0.02 1.03 -0.759
H 0.334 -1.040 1.583 1.36 -0.65 1.40 0.403
N 1.635 0.517 -0.226 0.53 -0.33 -4.23 -0.361
H 0.190 -2.087 -0.535 -0.50 -0.54 0.39 0.194
C 0.166 0.981 -0.578 0.59 1.14 2.00 0.528
H -0.979 2.474 -1.519 1.26 -1.44 -0.83 0.257
H 0.753 1.928 -2.339 -0.64 0.48 0.21 0.298
H -1.603 -1.885 -0.722 1.46 -0.87 1.94 0.278
H 2.424 1.212 -0.381 -1.45 -0.71 0.14 0.394
H -1.459 -0.860 1.937 1.83 -0.86 -1.37 0.316
H 1.788 -0.269 -0.937 0.29 0.96 1.46 0.387
H -0.841 -3.028 0.704 -0.08 0.69 -1.28 0.336
H -1.762 1.010 0.567 2.59 -1.13 -0.40 0.382



[2]
102
Properties=species:S:1:pos:R:3:forces:R:3:mulliken_charge:R:1 method="wB97M-V/def2-TZVPD" homo_energy_ha="-0.3776 / -0.3775" total_charge=+1 e_tot_ha=-5437.772124 max_force_ha_per_bohr=0.0272 spin_multiplicity=1
H 6.688 2.455 1.390 0.02 -0.01 -0.01 0.460
H -1.716 3.778 -3.428 0.01 0.00 -0.01 0.513
C 4.094 -0.602 -2.592 -0.50 -0.23 0.08 -0.985
P 1.967 -0.924 0.952 -0.71 -0.20 0.15 0.288
C 1.820 -6.835 -0.361 0.04 0.02 -0.02 0.762
C 3.180 3.800 -2.171 0.00 -0.03 0.01 -0.820
C -6.921 -2.496 0.226 0.01 0.07 -0.01 0.841
C 3.857 -0.929 -0.168 1.12 0.04 -0.84 1.654
C -1.408 4.834 2.503 0.00 0.01 0.00 -0.824
C 0.085 -3.827 1.115 0.02 -0.03 0.00 -0.556
C 5.001 -0.936 2.094 -0.01 0.09 0.05 -0.054
C 6.492 0.826 2.774 -0.01 0.03 0.01 -0.513
H -1.066 3.987 0.564 -0.02 -0.02 0.00 0.311
H -7.529 -3.134 -1.764 0.03 -0.01 -0.01 0.376
C 0.300 -5.082 -1.281 0.04 0.01 0.02 -1.144
H -1.178 3.832 -1.744 0.00 0.00 0.00 0.270
H 3.021 4.012 1.685 0.00 0.00 0.00 0.445
C -0.448 -3.930 -1.097 0.10 -0.01 -0.02 -0.167
C 0.972 -5.603 -0.186 -0.02 0.00 -0.01 0.255
H -5.772 -4.266 -0.298 0.00 -0.02 0.03 0.383
H -7.710 -0.668 1.063 0.00 0.00 -0.01 0.446
H 4.001 0.040 -3.457 -0.01 0.01 0.00 0.571
H -6.432 -1.381 2.042 -0.01 0.00 0.00 0.352
C 4.624 -1.880 -2.714 0.10 -0.07 -0.10 -0.592
F 2.912 -6.560 -1.106 -0.01 0.00 0.01 -0.239
C -6.761 -1.200 1.016 0.00 -0.01 0.02 -1.357
H 1.519 2.440 -2.006 0.01 -0.02 -0.01 0.538
C -1.020 4.845 3.837 -0.02 0.00 0.00 -0.507
C 3.684 -0.164 -1.352 -0.02 0.51 -0.01 -0.439
C -5.683 -3.387 0.340 0.00 -0.08 0.00 -1.258
H -6.041 -0.531 0.537 0.00 0.00 0.00 0.198
H -0.978 -3.481 -1.930 -0.02 -0.02 0.01 0.503
H 1.521 0.674 2.657 0.03 -0.05 0.00 0.745
C -1.444 3.167 -2.566 0.02 0.01 0.00 -1.016
I -1.449 -0.134 2.552 0.00 -0.01 -0.09 -0.375
N -2.731 -1.467 -0.188 -0.26 0.03 0.04 0.685
C -3.008 0.577 -3.464 0.02 0.00 -0.04 -1.209
C -7.288 -2.215 -1.227 -0.03 -0.01 -0.01 -1.343
H 1.374 -5.354 1.915 -0.02 -0.01 0.00 0.539
H 0.315 4.038 5.309 0.01 0.01 0.00 0.424
H -3.899 -0.040 -3.355 0.01 -0.01 0.00 0.275
N -4.064 -2.682 -1.350 0.04 -0.04 -0.03 -0.951
C -4.606 2.998 -2.115 -0.02 0.04 -0.07 -1.227
N -3.031 -1.935 -1.414 0.10 -0.05 0.00 0.144
H 5.182 1.488 -0.273 0.03 -0.03 -0.03 0.401
P 1.019 2.091 0.817 0.14 0.02 0.04 0.071
H -1.524 5.495 4.540 0.00 0.00 0.00 0.412
H -3.674 -1.782 1.704 -0.04 0.04 0.00 0.351
C 5.870 -0.388 3.026 -0.01 -0.04 0.01 -1.044
H -3.800 0.916 0.017 -0.01 0.04 -0.02 -0.139
H 6.064 -0.916 3.949 0.00 0.00 0.00 0.432
H 4.925 -3.786 -1.749 0.02 0.00 0.01 0.532
H -2.139 -0.080 -3.413 -0.01 -0.01 -0.01 0.343
C 4.762 -0.282 0.888 -0.69 -0.06 0.37 -0.378
H -6.470 -1.723 -1.756 -0.01 0.02 0.01 0.201
Ge -2.934 1.986 -2.111 -0.06 -0.03 0.08 0.732
H 3.216 3.754 -3.251 -0.01 0.01 0.00 0.499
H 4.144 -2.988 0.432 0.32 0.03 0.03 0.389
C 1.968 0.836 1.673 0.13 -0.03 -0.19 -0.940
C 4.014 4.680 -0.090 0.03 -0.01 -0.01 -0.752
H -2.208 5.479 2.164 0.00 0.00 0.00 0.444
C 4.618 -2.757 -1.626 -0.46 -0.01 -0.12 -0.943
C -3.630 -1.948 0.643 0.07 -0.06 -0.07 -0.271
H 3.240 0.821 -1.262 0.36 0.12 0.02 0.549
N -4.454 -2.710 -0.072 -0.03 0.03 0.04 0.662
C 0.255 3.155 2.042 -0.06 0.03 -0.03 0.785
C -2.805 1.293 -0.253 -0.08 -0.15 0.23 -0.278
H -2.615 2.163 0.384 -0.06 0.03 -0.02 0.006
N -0.553 -3.307 0.074 -0.26 -0.34 0.07 0.315
C 0.867 -4.971 1.040 0.04 0.04 0.00 -0.565
Ir -1.330 -0.047 -0.014 0.60 0.53 -0.25 1.951
H 1.458 2.552 3.727 -0.02 -0.02 0.01 0.435
C 4.192 -2.302 -0.406 0.13 -0.19 0.33 -0.471
H -5.452 2.338 -1.925 0.00 0.00 0.02 0.349
C 0.012 4.027 4.270 0.01 0.00 0.00 -0.767
F 2.252 -7.325 0.808 0.00 0.00 0.00 -0.283
H 4.503 -1.870 2.316 0.04 -0.03 -0.01 0.380
H -4.758 3.479 -3.082 -0.01 0.00 0.00 0.390
F 1.151 -7.809 -0.992 0.00 0.00 0.00 -0.257
H 2.994 1.184 1.812 -0.02 -0.01 0.08 0.551
C 5.367 0.950 0.646 0.01 -0.04 0.02 0.146
O 0.883 -0.979 -0.097 0.09 -0.14 0.22 -0.329
H -0.567 2.576 -2.826 0.02 0.01 0.00 0.185
C -0.769 3.996 1.606 0.00 0.00 -0.02 -0.598
C 4.075 4.601 -1.477 -0.01 0.01 0.00 -0.632
H 4.699 5.323 0.447 0.00 0.00 0.00 0.475
C 6.223 1.498 1.591 -0.01 0.02 0.00 -0.836
C 3.071 3.941 0.604 0.01 -0.03 0.02 -0.847
H -8.158 -1.561 -1.276 -0.01 -0.01 0.00 0.413
H 4.817 5.174 -2.017 -0.01 0.01 0.00 0.426
H -0.031 -3.300 2.058 0.01 0.00 0.00 0.432
H -7.725 -3.082 0.683 0.00 0.00 0.00 0.304
H -4.589 3.772 -1.347 -0.01 -0.01 0.01 0.363
H 5.020 -2.211 -3.666 -0.03 -0.01 0.00 0.419
H 0.354 -5.559 -2.250 0.00 0.00 0.00 0.467
O 0.028 1.521 -0.182 -0.21 0.27 0.07 -0.997
C 0.653 3.184 3.375 0.01 -0.01 0.01 -0.555
C 2.185 3.118 -0.088 -0.01 -0.05 -0.05 0.622
C 2.232 3.059 -1.477 -0.04 0.05 -0.02 -0.264
H 7.185 1.243 3.492 -0.02 0.01 0.01 0.433
H -5.532 -3.714 1.368 0.02 0.00 -0.01 0.425
H -3.027 1.039 -4.453 -0.02 -0.01 -0.01 0.454



[3]
85
Properties=species:S:1:pos:R:3:forces:R:3:mulliken_charge:R:1 method="wB97M-V/def2-TZVPD" homo_energy_ha="-0.6284 / -0.6251" total_charge=+3 e_tot_ha=-3008.116347 max_force_ha_per_bohr=0.0527 spin_multiplicity=2
C 0.342 -1.834 -4.343 -0.04 0.20 0.28 -1.456
C -0.551 3.582 -2.246 0.65 -0.36 0.51 0.324
C -4.422 -1.273 -3.208 -0.62 -0.13 -0.45 1.452
H -2.923 -5.218 -3.091 0.01 0.01 -0.11 0.340
C -2.830 -5.223 -2.008 0.21 0.18 0.00 -1.476
H -3.367 5.153 -3.382 -0.10 0.08 -0.04 0.387
H -5.126 -1.331 -1.169 -0.06 0.09 0.13 0.344
C -5.198 -1.928 -2.076 0.32 0.19 -0.13 -1.426
H -2.241 -4.165 0.389 -0.10 0.01 0.14 0.366
H 2.076 -0.444 -2.611 0.12 -0.06 0.03 0.192
H 2.620 1.867 0.273 0.07 0.07 -0.02 0.013
C 0.052 -2.672 3.551 -0.07 -0.31 0.11 -1.621
H 4.918 -0.486 1.011 -0.07 -0.01 0.12 0.383
N -0.698 2.428 -1.699 -1.57 0.21 -1.25 -0.581
N 0.290 2.050 -0.883 0.43 -0.58 1.00 0.561
H 2.040 0.223 -4.243 0.00 0.04 -0.08 0.598
H 0.622 -5.090 -1.832 0.17 0.07 0.06 0.231
N 2.373 2.791 -0.052 -0.15 -0.04 -0.08 -0.268
S 0.937 4.381 -1.717 -0.09 -0.75 0.22 -0.067
C -0.335 -5.438 -2.210 -0.27 0.15 0.08 -1.515
O -0.455 -0.862 -2.271 0.62 0.67 0.94 1.798
H -0.613 -2.318 -4.531 -0.11 -0.12 -0.11 0.260
H 0.752 1.667 2.001 -0.01 -0.08 -0.24 0.879
H -0.355 -5.319 -3.290 -0.02 0.03 -0.11 0.390
C -0.794 0.409 -4.320 0.01 -0.20 0.17 -1.142
H -4.808 -2.923 -1.880 -0.05 -0.16 0.02 0.209
H 1.480 -0.703 2.351 -0.07 0.00 -0.10 0.909
H -1.761 3.422 -3.950 0.21 0.00 -0.02 0.140
C 1.269 2.962 -0.779 0.34 0.50 0.22 0.344
H -5.924 0.152 -3.795 -0.16 -0.04 -0.05 0.498
H 0.981 -2.525 -3.797 0.08 -0.09 0.04 0.230
H -3.920 -1.640 -5.279 0.04 0.05 -0.10 0.332
Si -1.815 -1.801 -2.066 0.07 0.31 0.69 -1.568
H -0.111 -2.815 4.619 0.07 -0.01 0.04 0.462
H 0.804 -1.611 -5.301 -0.01 -0.02 -0.11 0.546
H -0.472 -4.142 0.267 0.15 0.00 0.07 0.209
C 0.432 -0.441 2.448 -0.22 0.31 0.49 -0.524
Re -0.023 0.126 -0.129 0.80 -1.07 -1.09 1.138
H -1.622 2.296 2.309 -0.04 0.14 -0.02 0.519
H -0.929 4.979 -3.779 0.04 -0.10 -0.09 0.494
C 1.487 0.139 -3.311 -0.36 -0.24 0.06 -1.726
H -1.618 -0.145 -4.759 -0.12 0.04 -0.08 0.207
O 2.209 -0.430 -0.209 -2.49 1.06 -0.12 -0.704
H 5.333 -1.999 0.193 0.01 -0.19 0.02 0.501
O -3.021 -1.161 -2.836 0.53 -0.20 0.18 0.150
H -0.528 -3.448 3.049 0.04 -0.08 -0.08 0.292
H -4.840 0.733 -2.539 0.02 0.10 0.11 0.353
H -4.052 -3.103 -4.291 -0.01 -0.16 0.00 0.246
C -4.894 0.152 -3.456 0.14 -0.21 0.08 -1.615
C -1.299 1.283 2.495 -0.21 -0.18 0.24 -0.688
S -1.957 -0.978 0.061 1.23 0.71 -0.03 -0.487
H -2.924 -6.249 -1.664 -0.05 -0.10 0.02 0.483
H -6.244 -2.013 -2.355 -0.08 -0.04 0.04 0.547
H 1.107 -2.823 3.342 0.08 -0.06 -0.01 0.381
C 0.142 -0.535 -3.572 0.55 0.29 -0.95 1.057
H -0.421 -6.495 -1.990 -0.01 -0.18 0.07 0.490
C -4.473 -2.118 -4.475 0.00 0.25 0.28 -1.484
S 2.966 -1.675 0.304 1.00 -0.92 -0.49 0.579
C -2.721 4.779 -2.596 0.11 0.01 -0.05 -1.196
H -1.194 1.146 -3.627 -0.01 0.02 -0.11 -0.105
H -2.331 -1.519 4.068 -0.10 -0.14 0.09 0.546
H -5.508 -2.227 -4.782 -0.10 -0.09 -0.12 0.549
H -0.250 0.908 -5.118 0.04 0.04 -0.08 0.581
H 1.343 1.138 -2.910 0.06 0.14 -0.02 0.234
C -1.457 4.193 -3.239 -0.52 0.24 -0.09 -0.454
C -0.410 -1.321 3.138 -0.27 0.42 -0.13 0.571
H -3.258 4.018 -2.041 -0.09 -0.11 0.09 0.334
C -1.689 -0.871 3.491 0.78 -0.15 -0.13 -0.361
H 3.086 3.505 -0.050 0.03 -0.07 0.07 0.281
C 2.927 -2.835 -1.094 -0.02 0.30 0.36 -0.618
H 3.422 -3.744 -0.763 0.07 -0.13 0.09 0.604
H -4.287 0.629 -4.220 0.08 0.05 -0.11 0.316
C -2.123 0.410 3.179 0.14 0.62 -0.33 -0.809
H 4.814 -0.581 -0.764 -0.10 -0.05 -0.20 0.372
H 3.435 -2.424 -1.960 0.08 0.17 -0.01 0.493
H -3.091 0.744 3.520 -0.11 0.03 -0.03 0.489
C -1.485 -4.676 -1.563 0.07 -0.44 0.13 1.602
H -3.641 -4.645 -1.573 -0.11 0.00 0.05 0.240
H 1.888 -3.054 -1.332 -0.13 0.03 0.12 -0.293
O -1.327 -3.296 -2.009 -0.29 0.35 -0.18 0.517
H -2.481 5.601 -1.930 0.00 0.12 0.11 0.370
C -1.376 -4.665 -0.042 -0.03 0.05 -0.42 -1.497
C 4.687 -1.128 0.165 -0.38 0.03 0.23 -1.231
C 0.003 0.877 2.091 -0.03 -0.43 0.06 -0.601
H -1.338 -5.686 0.324 -0.02 -0.08 0.13 0.578